[1]
ORCA calculation (ωB97M-V/def2-TZVPD) on an isolated molecule of C4H9NO3 at a distorted geometry.

Each line ends with the natural charge from an NBO analysis.
Geometry (Å):
C (-2.0755, 0.2634, -0.6109)  -0.309
O (-1.1461, -0.7999, -0.9281)  -0.564
C (0.2521, -0.1810, -1.2532)  -0.078
C (0.8307, 0.8967, -0.2116)  -0.556
C (1.8700, 0.2469, 0.9925)  0.679
O (2.9988, 0.5302, 0.9255)  -0.576
N (1.1763, -0.6497, 1.6919)  -0.349
O (-0.2041, -0.8419, 1.7411)  -0.559
H (-2.1681, 1.0104, 0.1280)  0.206
H (-2.3245, 0.6013, -1.6837)  0.183
H (-3.0246, -0.2067, -0.0526)  0.189
H (0.9123, -1.0117, -1.3749)  0.195
H (0.1737, 0.2863, -2.2057)  0.184
H (0.0763, 1.6838, 0.1398)  0.237
H (1.6909, 1.4509, -0.6929)  0.240
H (1.4680, -1.6802, 2.3484)  0.390
H (-0.5061, -1.5990, 1.0465)  0.486

HOMO energy: -9.66 eV
maximum force: 8.25 eV/A
net charge: 0
ΔE to the lowest compared entry with this formula, charge and spin: 658.8 kJ/mol
SMILES: COCCC(=O)NO
gap between HOMO and LUMO: 10.2 eV

---

[2]
ORCA calculation (ωB97M-V/def2-TZVPD) on an isolated ion of composition C5H4N and charge +1 at a distorted geometry.

Each line ends with the natural charge from an NBO analysis.
Geometry (Å):
C (-1.1272, 0.1311, 0.8678)  -0.206
C (-2.1835, -0.6559, 1.1228)  0.522
C (0.3270, 1.1553, -0.6351)  -0.213
C (-0.7158, 1.3042, 0.1427)  0.221
C (0.6983, -0.3427, -0.5298)  -0.256
N (-0.1442, -0.7357, 0.5971)  -0.359
H (0.7926, 1.9621, -1.1885)  0.294
H (0.5909, -1.1662, -1.2245)  0.284
H (1.6458, -0.1204, -0.2038)  0.270
H (0.1160, -1.5318, 1.0515)  0.442

HOMO energy (alpha / beta): -15.25 / -15.83 eV
maximum force: 3.39 eV/A
net charge: +1
ΔE to the lowest compared entry with this formula, charge and spin: 508.0 kJ/mol
gap between HOMO and LUMO (alpha / beta): 8.5 / 8.0 eV

---

[3]
ORCA calculation (ωB97M-V/def2-TZVPD) on a 4-piece molecular cluster, C5H19N2O4 overall at a distorted geometry.

Each line ends with the natural charge from an NBO analysis.
Geometry (Å):
N (-0.7309, 0.7588, -1.0158)  -0.702
C (-1.3039, -0.1053, 0.1069)  -0.039
C (-1.7653, -1.5095, -0.4229)  -0.631
C (-0.2718, -0.3868, 1.2595)  -0.260
N (0.6935, 0.7530, 0.9831)  -0.674
C (2.1417, 0.2796, 0.7942)  -0.384
C (2.7096, 0.9229, -0.4649)  0.463
O (2.1982, 0.8489, -1.5631)  -0.538
H (-0.9370, 1.7050, -0.8516)  0.423
H (-1.0649, 0.4305, -1.8356)  0.440
H (0.3591, 0.6869, -0.9817)  0.475
H (-2.1534, 0.5148, 0.3595)  0.208
H (-0.8857, -2.0862, -0.6700)  0.210
H (-2.4545, -1.3693, -1.3815)  0.215
H (-2.3145, -2.0690, 0.3143)  0.245
H (0.1366, -1.4121, 1.0313)  0.224
H (-0.9509, -0.2322, 2.2084)  0.251
H (0.6244, 1.3377, 1.8356)  0.395
H (2.7009, 0.4952, 1.6838)  0.217
H (2.1817, -0.8480, 0.7421)  0.280
H (3.6510, 1.3885, -0.3260)  0.134
H (2.3478, -3.2415, 2.0615)  0.485
H (2.2799, -3.3276, 0.5970)  0.477
O (2.4076, -2.7118, 1.2894)  -0.941
H (-2.9537, 2.3064, 1.6223)  0.480
H (-1.9054, 2.9329, 2.5951)  0.494
O (-2.1269, 2.1893, 2.0172)  -0.968
H (-0.3341, 1.1895, -4.1492)  0.507
H (-1.2852, -0.0817, -4.2341)  0.501
O (-0.9940, 0.6414, -3.6047)  -0.985

HOMO energy: -12.91 eV
maximum force: 5.75 eV/A
net charge: +1
ΔE to the lowest compared entry with this formula, charge and spin: 281.1 kJ/mol
gap between HOMO and LUMO: 10.4 eV

---

[4]
ORCA calculation (ωB97M-V/def2-TZVPD) on C21H34CdN6P2S as an isolated structure.

Each line ends with the natural charge from an NBO analysis.
Geometry (Å):
Cd (0.7401, -0.9211, -1.4535)  1.354
C (-2.0807, -5.4265, -2.5231)  -0.682
C (-0.6311, -5.1527, -2.3671)  0.367
N (0.2880, -6.0120, -2.0884)  -0.198
N (1.4422, -5.2829, -1.9988)  -0.341
C (1.2700, -3.9830, -2.1937)  0.240
S (2.4043, -2.7286, -2.1372)  -0.278
N (-0.0549, -3.8855, -2.4401)  -0.237
N (-0.6610, -2.6637, -2.7352)  -0.673
H (-2.2351, -6.5004, -2.4506)  0.290
H (-2.4532, -5.0873, -3.4924)  0.251
H (-2.6552, -4.9423, -1.7293)  0.242
H (2.3165, -5.7477, -1.8103)  0.454
H (-0.5316, -2.4810, -3.7269)  0.405
H (-1.6563, -2.7523, -2.5646)  0.408
C (1.5129, -0.9911, 2.5392)  -0.939
P (0.3814, -0.7606, 1.1388)  0.711
C (-0.0695, 1.0290, 1.2932)  -0.158
N (-0.4153, 1.4061, 2.5044)  -0.403
C (-0.8148, 2.6786, 2.7150)  0.202
C (-1.2189, 3.0932, 4.0043)  -0.204
C (-1.6512, 4.3731, 4.1857)  -0.158
C (-1.6889, 5.2925, 3.1039)  -0.158
C (-1.2924, 4.9241, 1.8536)  -0.184
C (-0.8499, 3.5994, 1.6339)  0.100
N (-0.4588, 3.2076, 0.4034)  -0.396
C (-0.0668, 1.9668, 0.2184)  -0.057
P (0.4958, 1.6165, -1.5036)  0.734
C (-0.5486, 2.6939, -2.5144)  -0.946
C (2.2461, 2.2447, -1.6059)  -0.296
C (2.3183, 3.7343, -1.2689)  -0.630
C (2.7234, 1.9883, -3.0416)  -0.625
C (3.0866, 1.4267, -0.6205)  -0.622
C (-1.1773, -1.7166, 1.5381)  -0.297
C (-2.2605, -1.2330, 0.5674)  -0.616
C (-1.6609, -1.5673, 2.9797)  -0.630
C (-0.8348, -3.1884, 1.2698)  -0.616
H (1.0705, -0.5108, 3.4088)  0.273
H (2.4737, -0.5309, 2.3114)  0.262
H (1.6706, -2.0532, 2.7238)  0.260
H (-1.1797, 2.3804, 4.8194)  0.240
H (-1.9737, 4.6995, 5.1661)  0.243
H (-2.0366, 6.3030, 3.2831)  0.243
H (-1.3081, 5.6166, 1.0206)  0.241
H (-0.5095, 3.6927, -2.0902)  0.280
H (-1.5766, 2.3364, -2.4907)  0.262
H (-0.1931, 2.6949, -3.5437)  0.263
H (1.8050, 4.3421, -2.0159)  0.225
H (3.3675, 4.0425, -1.2599)  0.241
H (1.8960, 3.9579, -0.2895)  0.227
H (2.1999, 2.6176, -3.7633)  0.227
H (2.5940, 0.9425, -3.3340)  0.204
H (3.7881, 2.2212, -3.1175)  0.247
H (2.7248, 1.5260, 0.4064)  0.216
H (4.1170, 1.7858, -0.6411)  0.254
H (3.1142, 0.3661, -0.8892)  0.192
H (-2.6154, -0.2357, 0.8358)  0.235
H (-3.1178, -1.9109, 0.5971)  0.239
H (-1.9043, -1.1945, -0.4661)  0.170
H (-1.8089, -0.5293, 3.2622)  0.239
H (-0.9620, -2.0228, 3.6849)  0.224
H (-2.6208, -2.0849, 3.0826)  0.234
H (-0.4141, -3.3316, 0.2695)  0.179
H (-1.7410, -3.7962, 1.3520)  0.237
H (-0.1174, -3.5754, 1.9950)  0.232

HOMO energy: -14.17 eV
maximum force: 0.61 eV/A
net charge: +2
ΔE to the lowest compared entry with this formula, charge and spin: 18.8 kJ/mol
gap between HOMO and LUMO: 8.2 eV

---

[5]
ORCA calculation (ωB97M-V/def2-TZVPD) on a 6-piece molecular cluster, H12O6 overall at a distorted geometry.

Each line ends with the natural charge from an NBO analysis.
Geometry (Å):
O (-0.5311, 0.4677, 0.5370)  -0.980
H (-0.7881, 0.8487, 1.3630)  0.481
H (0.3809, 0.4277, 0.6990)  0.495
O (-2.8251, -0.0553, -1.0830)  -0.950
H (-2.1901, 0.3017, -0.4680)  0.477
H (-3.4651, 0.6507, -1.2600)  0.466
O (2.1219, 0.6697, 0.9960)  -0.962
H (2.3549, 1.4697, 0.4880)  0.501
H (2.6549, -0.0363, 0.5140)  0.486
O (-0.8951, -2.1703, -1.7520)  -0.917
H (0.0029, -2.0273, -2.0060)  0.454
H (-0.9731, -1.6563, -0.9990)  0.463
O (0.0449, 1.9357, -1.8010)  -0.973
H (-0.7801, 2.0997, -2.2570)  0.478
H (-0.0751, 1.3787, -1.0510)  0.481
O (1.9149, -1.5393, 2.9340)  -0.936
H (2.1259, -1.1473, 2.1230)  0.461
H (0.9219, -1.6173, 3.0230)  0.476

HOMO energy: -10.98 eV
maximum force: 3.33 eV/A
net charge: 0
ΔE to the lowest compared entry with this formula, charge and spin: 174.1 kJ/mol
SMILES: O.O.O.O.O.O
gap between HOMO and LUMO: 10.8 eV

---

[6]
ORCA calculation (ωB97M-V/def2-TZVPD) on C3H9N as an isolated structure at a distorted geometry.

Each line ends with the natural charge from an NBO analysis.
Geometry (Å):
C (0.5590, 0.3685, 0.3402)  -0.478
C (1.2538, -0.9492, 0.0300)  -0.621
H (2.3455, -0.8003, -0.0456)  0.217
H (1.0299, -1.7022, 0.8064)  0.207
H (0.8323, 1.1553, -0.3873)  0.205
H (0.8693, 0.7203, 1.3384)  0.226
H (-0.6612, 0.0853, -1.4474)  -0.001
H (0.9030, -1.3514, -0.9377)  0.209
C (-1.0548, 0.2065, 0.4636)  0.143
N (-1.8306, 1.2308, 0.4538)  -0.653
H (-1.5981, 2.0333, -0.1399)  0.337
H (-1.3282, -0.6553, 1.0639)  0.173
H (-1.3200, -0.3416, -1.5385)  0.034

HOMO energy: -9.18 eV
maximum force: 5.05 eV/A
net charge: 0
ΔE to the lowest compared entry with this formula, charge and spin: 261.4 kJ/mol
gap between HOMO and LUMO: 10.4 eV